# 1
# C32H39AlBr2F5N3O3Te

A molecular structure, C32H39AlBr2F5N3O3Te (wB97M-V/def2-TZVPD, the OMol25 dataset).

Last column: Löwdin charge in e.
CARTESIAN COORDINATES (ANGSTROEM)
Te (-2.70, 0.42, 1.02)  1.7930
Br (-2.45, -2.63, 4.05)  0.6486
Br (-0.35, -0.55, 5.36)  0.5935
Al (0.63, 0.15, -0.23)  0.3264
F (-2.58, 2.25, 1.07)  -0.2937
F (-3.34, 0.54, -0.72)  -0.3239
F (-3.05, -1.39, 1.01)  -0.3360
F (-4.45, 0.63, 1.58)  -0.3317
F (-2.20, 0.38, 2.79)  -0.3776
O (2.44, -3.29, -1.18)  0.1027
O (-0.99, 0.14, 0.43)  -0.3524
O (2.61, 3.59, -0.84)  0.1065
N (2.53, 0.13, -0.74)  0.1246
N (0.91, -1.73, -0.39)  0.0809
N (0.96, 2.01, -0.38)  0.0788
C (-0.87, 3.27, -1.38)  -0.1331
C (1.23, -3.86, 1.62)  -0.3607
C (-1.03, -4.63, 0.86)  -0.0388
C (-1.85, 5.12, -0.19)  -0.0617
C (2.12, -2.17, -0.85)  -0.4469
C (-1.75, -1.84, 5.66)  -1.0435
C (0.88, 3.64, 2.02)  -0.3554
C (-0.02, 3.07, -0.29)  -0.1666
C (3.16, 1.29, -0.88)  -0.1172
C (-1.18, -1.78, -2.36)  -0.3630
C (4.44, -1.10, -1.32)  0.0443
C (0.00, -3.71, 0.74)  -0.1188
C (1.96, -5.17, 1.26)  -0.0599
C (-0.74, 2.43, -2.64)  -0.3608
C (-1.17, -2.74, -1.18)  -0.1366
C (-0.10, -2.74, -0.27)  -0.1435
C (2.22, 2.45, -0.69)  -0.4426
C (-2.11, -4.61, 0.00)  -0.0602
C (-2.04, 2.24, -3.41)  -0.0636
C (0.34, 2.52, 2.92)  -0.0610
C (3.11, -1.04, -0.96)  -0.1181
C (4.49, 1.32, -1.23)  0.0440
C (-0.18, -2.24, -3.43)  -0.0311
C (-0.05, 3.88, 0.84)  -0.1334
C (-1.79, 4.31, -1.31)  -0.0258
C (1.15, 4.89, 2.85)  -0.0712
C (5.13, 0.10, -1.44)  -0.0036
C (-2.17, -3.68, -1.02)  -0.0327
C (-2.56, -1.60, -3.00)  -0.0668
C (0.92, -3.83, 3.11)  -0.0774
C (-0.98, 4.91, 0.87)  -0.0289
C (0.34, 3.03, -3.56)  -0.0348
H (-2.57, 5.93, -0.15)  0.1059
H (1.02, 2.33, 3.75)  0.0786
H (-1.04, 5.56, 1.74)  0.1073
H (-0.98, -5.39, 1.63)  0.1124
H (1.91, -3.03, 1.41)  0.1174
H (-3.01, -3.69, -1.70)  0.1070
H (-0.12, -1.50, -4.24)  0.0827
H (-2.44, 3.19, -3.75)  0.0744
H (0.66, -2.83, 3.45)  0.0339
H (1.84, 3.31, 1.61)  0.1205
H (-0.51, -3.19, -3.86)  0.0939
H (-2.87, -2.50, -3.52)  0.0831
H (0.20, 1.58, 2.37)  0.0437
H (0.27, 5.20, 3.41)  0.0764
H (-2.56, -1.32, 6.15)  -0.0043
H (1.94, 4.68, 3.58)  0.0797
H (1.37, -6.03, 1.59)  0.0801
H (6.18, 0.09, -1.72)  0.1184
H (1.48, 5.72, 2.22)  0.0883
H (-2.80, 1.74, -2.81)  0.0689
H (-2.91, -5.34, 0.12)  0.1059
H (2.12, -5.25, 0.19)  0.0702
H (0.10, -4.50, 3.37)  0.0572
H (-0.39, 1.43, -2.35)  0.0970
H (-2.52, -0.79, -3.73)  0.0726
H (-1.85, 1.64, -4.30)  0.0787
H (-3.32, -1.35, -2.26)  0.0727
H (-0.64, 2.79, 3.33)  0.0918
H (0.54, 2.37, -4.40)  0.0813
H (4.99, 2.27, -1.35)  0.1296
H (2.93, -5.21, 1.76)  0.0800
H (-0.01, 3.99, -3.95)  0.0920
H (0.82, -2.40, -3.03)  0.0647
H (1.80, -4.16, 3.68)  0.0813
H (-1.34, -2.63, 6.27)  -0.0044
H (-0.87, -0.79, -2.02)  0.0865
H (4.89, -2.06, -1.51)  0.1296
H (-2.46, 4.49, -2.13)  0.1067
H (1.27, 3.22, -3.02)  0.0680

Values from the calculation:
E_HOMO in eV: -8.80
LUMO in eV: -1.074
HOMO-LUMO gap in eV: 7.723
E in a.u.: -7790.84814

---

# 2
# C6H9FN3O4

A gas-phase ion, C6H9FN3O4 (charge -1) in a non-equilibrium geometry (wB97M-V/def2-TZVPD, the OMol25 dataset).

Last column: Löwdin charge in e.
CARTESIAN COORDINATES (ANGSTROEM)
F (2.16, -2.34, 0.48)  -0.0907
O (-2.03, 1.30, 1.06)  -0.0888
O (-1.41, -0.90, 0.74)  -0.0928
O (-2.91, 0.00, -0.85)  -0.0123
O (-3.06, -2.18, -0.23)  0.0568
N (-1.19, 0.32, 1.31)  -0.2459
N (0.08, 2.54, -0.67)  0.1179
N (0.65, 0.39, -1.45)  0.0443
C (1.86, -0.96, 0.13)  -0.2663
C (1.25, -0.28, 1.39)  -0.0480
C (-2.65, -1.05, -0.20)  -0.6299
C (0.22, 0.88, 0.92)  -0.1863
C (0.89, -1.01, -1.10)  -0.1401
C (0.37, 1.32, -0.45)  -0.4530
H (-0.02, -1.57, -0.71)  0.1276
H (0.69, 0.59, -2.48)  0.1581
H (2.83, -0.52, -0.11)  0.1308
H (0.21, 1.84, 1.50)  0.1451
H (0.39, 2.92, -1.57)  0.0291
H (-2.38, 1.00, 0.07)  0.0846
H (0.61, -0.94, 1.97)  0.0993
H (1.94, 0.27, 2.13)  0.1211
H (1.48, -1.63, -1.87)  0.1394

Values from the calculation:
E_HOMO in eV: -3.62
LUMO in eV: 3.416
SMILES: [H]/N=C1\NC[C@H](F)C[C@@H]1N(O)OC(=O)[O-]
HOMO-LUMO gap in eV: 7.034
E in a.u.: -799.06441
Net charge: -1

---

# 3
# C6H11N

C6H11N in the gas phase in a non-equilibrium geometry (wB97M-V/def2-TZVPD, the OMol25 dataset).

Last column: Löwdin charge in e.
CARTESIAN COORDINATES (ANGSTROEM)
N (-1.16, -2.16, -2.98)  0.0226
C (0.52, 0.15, -0.46)  -0.2063
C (-0.19, 0.78, 0.79)  -0.1138
C (0.60, 1.22, 1.77)  -0.2251
C (-0.18, -1.53, -2.23)  -0.2435
C (0.43, 1.39, 3.29)  -0.0909
C (-0.42, -0.46, -1.49)  -0.1400
H (-1.03, -2.65, -3.87)  0.0886
H (-1.37, -0.01, -1.36)  0.0809
H (1.32, 0.90, 3.52)  0.0473
H (-1.25, 0.85, 0.70)  0.0871
H (0.98, 1.04, -0.93)  0.1087
H (0.54, 2.49, 3.20)  0.0761
H (-1.93, -2.50, -2.50)  0.0560
H (1.33, -0.59, -0.25)  0.1097
H (0.90, -1.81, -2.26)  0.1217
H (1.51, 1.82, 1.47)  0.1254
H (-0.61, 1.08, 3.59)  0.0954

Values from the calculation:
E_HOMO in eV: -7.85
LUMO in eV: 1.208
SMILES: C/C=C/C/C=C/N
HOMO-LUMO gap in eV: 9.059
E in a.u.: -289.84412

---

# 4
# C27H63Br9O16P4

A molecular structure, C27H63Br9O16P4 in a non-equilibrium geometry (wB97M-V/def2-TZVPD, the OMol25 dataset).

Last column: Löwdin charge in e.
CARTESIAN COORDINATES (ANGSTROEM)
Br (-12.10, 16.67, 7.84)  0.5280
Br (-15.60, 14.27, 4.29)  0.5265
Br (-12.91, 15.69, 2.75)  0.5272
Br (-9.59, 16.45, 5.88)  0.5582
Br (-5.82, 17.09, 10.85)  0.5465
Br (-11.16, 13.77, 6.86)  0.6745
Br (-8.67, 17.79, 9.35)  0.5578
Br (-6.90, 14.95, 8.62)  0.5704
Br (-14.46, 17.20, 5.25)  0.4667
P (-12.56, 20.28, 13.12)  0.5279
P (-16.28, 12.49, 9.94)  0.4659
P (-3.99, 19.62, 6.05)  0.5001
P (-9.72, 11.05, 2.86)  0.5347
O (-10.07, 12.60, 2.54)  -0.2116
O (-13.12, 19.61, 11.75)  -0.2027
O (-13.91, 20.33, 14.07)  -0.1974
O (-17.57, 11.64, 9.56)  -0.1917
O (-15.72, 12.24, 11.27)  -0.2187
O (-3.54, 21.15, 6.35)  -0.2025
O (-15.17, 12.27, 8.74)  -0.1841
O (-16.78, 14.02, 9.72)  -0.1805
O (-4.62, 18.89, 7.16)  -0.2325
O (-2.54, 19.08, 5.49)  -0.1908
O (-9.89, 10.15, 1.71)  -0.2212
O (-11.91, 21.59, 12.99)  -0.2347
O (-4.97, 19.74, 4.74)  -0.1988
O (-11.66, 19.08, 13.83)  -0.1767
O (-8.21, 11.11, 3.55)  -0.2057
O (-10.65, 10.72, 4.20)  -0.2027
C (-7.05, 10.90, 5.56)  -0.0490
C (-6.35, 20.18, 4.92)  -0.2358
C (-13.52, 10.90, 7.57)  -0.0660
C (-6.88, 16.83, 9.21)  -1.4496
C (-19.66, 10.60, 9.92)  -0.0612
C (-10.54, 15.52, 7.34)  -1.5275
C (-7.93, 11.88, 4.69)  -0.2707
C (-14.89, 21.28, 13.82)  -0.2937
C (-7.35, 19.23, 5.59)  -0.1069
C (-9.50, 13.22, 1.43)  -0.2743
C (-2.10, 19.54, 4.18)  -0.2515
C (-16.23, 20.52, 13.78)  -0.0584
C (-2.99, 22.41, 8.47)  -0.0678
C (-10.44, 13.15, 0.18)  -0.0664
C (-13.16, 19.69, 9.50)  -0.0995
C (-17.28, 16.01, 8.60)  -0.0543
C (-0.61, 20.00, 4.28)  -0.0647
C (-17.17, 14.49, 8.42)  -0.2768
C (-10.55, 17.41, 12.60)  -0.0891
C (-14.66, 10.95, 8.63)  -0.2655
C (-12.05, 10.51, 4.29)  -0.2494
C (-13.71, 20.43, 10.72)  -0.2562
C (-18.52, 11.40, 10.55)  -0.2892
C (-10.42, 18.71, 13.29)  -0.3141
C (-12.85, 11.77, 4.00)  -0.1085
C (-13.94, 15.42, 4.45)  -1.4162
C (-2.54, 21.51, 7.33)  -0.2637
H (-3.90, 21.98, 8.87)  0.0761
H (-12.57, 12.67, 4.56)  0.0209
H (-12.40, 9.72, 3.62)  0.1240
H (-9.60, 17.08, 12.19)  0.0462
H (-18.00, 16.13, 9.41)  0.0777
H (-6.27, 10.60, 4.85)  0.0716
H (-14.70, 21.70, 12.84)  0.0921
H (-9.95, 13.60, -0.69)  0.0748
H (-13.96, 11.26, 6.64)  0.0566
H (-6.28, 17.41, 8.51)  -0.0684
H (-14.84, 22.10, 14.54)  0.1234
H (-2.05, 20.62, 7.71)  0.1194
H (-14.80, 20.46, 10.73)  0.1150
H (-16.31, 19.89, 12.90)  0.0686
H (-11.40, 13.63, 0.37)  0.0563
H (-19.18, 9.73, 9.46)  0.0792
H (-1.81, 22.06, 6.74)  0.1086
H (-13.13, 9.91, 7.30)  0.0738
H (-17.59, 16.45, 7.65)  0.0722
H (-20.27, 11.14, 9.20)  0.0746
H (-6.73, 20.39, 3.92)  0.1152
H (-2.22, 22.33, 9.24)  0.0804
H (-16.32, 16.48, 8.84)  0.0731
H (-8.37, 19.58, 5.46)  0.0749
H (-2.69, 20.36, 3.76)  0.1061
H (-16.48, 14.23, 7.62)  0.0855
H (-11.20, 17.41, 11.72)  0.0661
H (-9.81, 18.54, 14.18)  0.1208
H (-7.38, 18.25, 5.12)  0.0408
H (-7.17, 19.09, 6.66)  0.0446
H (-8.60, 12.67, 1.15)  0.1138
H (0.03, 19.21, 4.67)  0.0758
H (-13.89, 11.53, 4.23)  0.0545
H (-7.34, 12.75, 4.42)  0.1183
H (-3.29, 23.44, 8.29)  0.0770
H (-18.02, 10.80, 11.31)  0.1193
H (-8.84, 12.17, 5.21)  0.0794
H (-16.39, 19.87, 14.64)  0.0771
H (-6.34, 21.15, 5.42)  0.1154
H (-14.31, 10.59, 9.60)  0.1127
H (-10.95, 16.70, 13.33)  0.0909
H (-18.80, 12.36, 10.96)  0.1233
H (-6.66, 11.37, 6.46)  0.0653
H (-12.91, 12.00, 2.94)  0.0759
H (-13.30, 21.43, 10.60)  0.1184
H (-12.09, 19.88, 9.43)  0.0784
H (-20.41, 10.21, 10.60)  0.0754
H (-9.85, 15.38, 8.16)  -0.0916
H (-17.06, 21.23, 13.74)  0.0717
H (-12.28, 10.18, 5.31)  0.0877
H (-7.53, 9.96, 5.79)  0.0732
H (-0.19, 20.34, 3.33)  0.0743
H (-9.88, 19.54, 12.84)  0.1222
H (-9.38, 14.29, 1.60)  0.1157
H (-13.66, 20.03, 8.59)  0.0789
H (-2.14, 18.79, 3.40)  0.1123
H (-12.69, 11.58, 7.75)  0.0189
H (-0.54, 20.86, 4.93)  0.0587
H (-13.29, 18.62, 9.63)  0.0293
H (-18.01, 13.93, 8.01)  0.1159
H (-10.68, 12.12, -0.06)  0.0667
H (-13.21, 14.98, 5.13)  -0.0943
H (-15.44, 10.25, 8.32)  0.1132

Values from the calculation:
E_HOMO in eV: -10.32
LUMO in eV: -0.812
HOMO-LUMO gap in eV: 9.510
E in a.u.: -26802.24802

---

# 5
# CH6N2S

A molecular structure, CH6N2S in a non-equilibrium geometry (wB97M-V/def2-TZVPD, the OMol25 dataset).

Last column: Löwdin charge in e.
CARTESIAN COORDINATES (ANGSTROEM)
S (1.11, -1.14, 0.01)  0.7330
N (-0.31, -0.51, -0.61)  -0.5646
N (2.38, 0.68, 0.02)  -0.1673
C (-1.31, -0.12, 0.41)  -0.2022
H (1.92, 0.99, -0.88)  -0.0247
H (-0.79, -0.88, -1.47)  0.0955
H (-0.79, 0.37, 1.27)  0.0825
H (-2.00, -0.86, 0.79)  0.0644
H (-1.92, 0.42, -0.25)  0.0472
H (1.71, 1.04, 0.72)  -0.0638

Values from the calculation:
E_HOMO in eV: -8.96
LUMO in eV: 0.103
HOMO-LUMO gap in eV: 9.067
E in a.u.: -549.29822

---

# 6
# C14H25AsIrN4O6

A molecular structure, C14H25AsIrN4O6 in a non-equilibrium geometry (wB97M-V/def2-TZVPD, the OMol25 dataset).

Last column: Löwdin charge in e.
CARTESIAN COORDINATES (ANGSTROEM)
Ir (-0.79, 1.17, -0.84)  1.2927
As (-2.78, 1.43, -2.02)  1.0518
O (-1.62, -0.33, 0.30)  -0.1104
O (-0.01, 2.76, -1.99)  -0.1044
O (-1.81, 1.73, 0.85)  -0.1253
O (0.77, -2.22, 0.00)  0.0056
O (1.09, -0.03, 0.14)  -0.1226
O (1.00, 2.36, 0.97)  -0.1221
N (1.06, -1.56, -2.59)  0.2336
N (0.46, 0.67, -2.43)  0.0200
N (-0.09, -0.02, 2.74)  -0.1440
N (1.45, 2.35, -3.76)  -0.0238
C (-1.78, 0.51, 1.24)  -0.5572
C (-2.55, 1.32, -3.94)  -0.2387
C (-1.52, 0.13, 2.67)  -0.0638
C (1.96, 0.06, -4.14)  0.0381
C (0.75, 1.10, 3.11)  -0.1335
C (1.14, -0.32, -3.01)  -0.3184
C (0.47, -1.21, 2.15)  -0.0724
C (-3.59, 3.15, -1.68)  -0.2329
C (2.09, 1.36, -4.46)  -0.0041
C (0.67, 2.44, 2.34)  -0.2232
C (1.67, 3.77, -4.05)  0.0318
C (0.82, -1.16, 0.64)  -0.6133
C (0.65, 1.97, -2.75)  -0.4961
C (-4.10, 0.10, -1.57)  -0.2326
H (-3.52, 1.45, -4.43)  0.0452
H (1.63, -2.23, -3.08)  0.1303
H (-3.87, 3.20, -0.63)  0.0398
H (-1.88, 2.12, -4.26)  0.0315
H (0.79, -1.87, -1.61)  0.0862
H (1.58, 1.59, 0.86)  0.0534
H (-3.69, -0.89, -1.75)  0.0456
H (-4.37, 0.19, -0.52)  0.0412
H (-2.14, 0.35, -4.20)  0.0383
H (-0.20, -2.05, 2.33)  0.1330
H (1.35, 3.12, 2.86)  0.1213
H (-1.86, 0.92, 3.34)  0.1434
H (1.44, 3.97, -5.10)  0.1048
H (1.78, 0.75, 3.05)  0.1313
H (-0.33, 2.87, 2.41)  0.1073
H (1.40, -1.47, 2.68)  0.1369
H (2.70, 4.04, -3.84)  0.1090
H (-4.99, 0.26, -2.18)  0.0465
H (-2.85, 3.92, -1.90)  0.0392
H (0.58, 1.35, 4.17)  0.1275
H (-2.03, -0.80, 2.92)  0.1397
H (2.50, -0.69, -4.70)  0.1254
H (1.01, 4.36, -3.42)  0.0980
H (-4.47, 3.28, -2.31)  0.0444
H (2.71, 1.69, -5.28)  0.1463

Values from the calculation:
E_HOMO in eV: -10.63
LUMO in eV: -2.909
HOMO-LUMO gap in eV: 7.725
E in a.u.: -3558.88891
Net charge: +1

---

# 7
# CHKO4

A molecular structure, CHKO4 in a non-equilibrium geometry (wB97M-V/def2-TZVPD, the OMol25 dataset).

Last column: Löwdin charge in e.
CARTESIAN COORDINATES (ANGSTROEM)
K (-0.13, -2.44, -1.06)  0.9941
O (-0.79, 0.44, 1.14)  0.0422
O (0.58, 1.58, 0.88)  0.0117
O (0.22, 0.18, -0.92)  -0.0501
O (-0.17, -1.15, 0.91)  -0.3437
C (0.35, 0.40, 0.43)  -0.7749
H (-0.06, 0.98, -1.38)  0.1208

Values from the calculation:
E_HOMO (alpha / beta) in eV: -7.70 / -7.43
LUMO (alpha / beta) in eV: -0.929 / -0.905
HOMO-LUMO gap (alpha / beta) in eV: 6.770 / 6.526
E in a.u.: -939.36334

---

# 8
# C4H21NO7

7 unconnected molecules or ions with the total composition C4H21NO7 in a non-equilibrium geometry (wB97M-V/def2-TZVPD, the OMol25 dataset).

Last column: Löwdin charge in e.
CARTESIAN COORDINATES (ANGSTROEM)
O (-0.55, -1.38, -2.12)  0.0259
O (0.95, 0.44, 3.32)  -0.0536
O (-0.93, -2.54, -4.58)  -0.0812
O (3.59, 0.24, 2.55)  -0.0853
O (3.20, -1.63, -2.50)  -0.0806
O (2.69, 0.72, -1.09)  -0.0573
O (-1.96, 2.36, 3.70)  -0.0572
N (-2.47, -0.24, -2.32)  0.1932
C (-1.35, -0.58, -1.64)  -0.4878
C (-0.96, 0.14, -0.37)  -0.3345
C (-0.68, -0.80, 0.79)  -0.0434
C (-1.80, 1.35, 0.06)  -0.0757
H (-0.73, -1.76, -4.04)  -0.0074
H (-1.94, 2.54, 4.65)  0.0441
H (3.57, -0.73, 2.55)  0.0283
H (3.57, 1.01, -0.82)  0.0596
H (-2.75, -0.71, -3.17)  0.1138
H (2.86, 0.41, 3.19)  0.0064
H (2.84, -0.73, -2.46)  0.0016
H (2.46, 0.13, -0.36)  0.0385
H (-2.08, 1.97, -0.80)  0.0768
H (0.14, -1.44, 0.46)  0.0850
H (-1.83, 3.24, 3.34)  0.0414
H (0.65, -0.45, 3.17)  0.0413
H (-0.35, -3.25, -4.28)  0.0268
H (-2.72, 1.18, 0.62)  0.0810
H (-0.34, -0.21, 1.63)  0.0377
H (2.58, -2.17, -2.00)  0.0231
H (-3.18, 0.31, -1.86)  0.0974
H (-1.57, -1.27, 1.21)  0.0982
H (-0.05, 0.66, -0.70)  0.1350
H (0.30, 1.14, 3.21)  0.0339
H (-1.17, 2.03, 0.64)  0.0747

Values from the calculation:
E_HOMO in eV: -9.96
LUMO in eV: 0.085
SMILES: CC(C)C(N)=O.O.O.O.O.O.O
HOMO-LUMO gap in eV: 10.041
E in a.u.: -746.44080

---

> What is the E in the eighth record?

-746.44080 a.u.